[1]
16
Properties=species:S:1:pos:R:3 method="wB97M-V/def2-TZVPD" max_force_ev_per_a=4.50 e_tot_ev=-19581.1117 relative_energy_kj_mol=0.0 gap_ev=7.19
C -1.63397 2.34448 0.25975
C 0.39549 -0.23868 -0.04308
C -0.99307 0.00662 -0.28835
C -1.34788 1.42224 -0.70364
N -1.62841 2.29629 1.59984
N -1.41325 1.74270 -2.03570
N -2.41830 4.21391 1.08345
O -1.71073 2.89406 -2.39571
O -1.09744 0.88234 -2.83022
O -2.18680 3.63879 -0.07845
O -2.10793 3.40544 2.04051
F -1.74615 -0.36244 0.83761
H 0.58110 0.31165 0.87396
H 0.43752 -1.31300 0.08360
H 0.84970 0.12595 -1.01573
H -1.46249 -0.58860 -1.12143

[2]
86
Properties=species:S:1:pos:R:3 method="wB97M-V/def2-TZVPD" max_force_ev_per_a=2.53 e_tot_ev=-45519.3639 gap_ev=8.07
Mg 0.30350 2.77720 -2.72692
C -1.58082 4.47021 -0.51312
C -0.58763 5.32414 -1.31164
C 0.15248 6.28082 -0.37018
O 0.28106 4.58903 -2.07992
H -2.22422 5.01578 0.19115
H -1.14046 3.63074 0.02406
H -2.40334 4.08126 -1.13738
H -1.19829 6.03947 -1.88896
H -0.55978 6.88922 0.19808
H 0.84973 6.88596 -0.94564
H 0.66756 5.78642 0.46393
C 0.23896 1.09422 0.49845
C 1.28882 0.62342 -0.52171
C 1.25702 -0.87556 -0.67693
O 1.14051 1.31598 -1.71466
H 0.23578 0.41014 1.35324
H -0.71869 0.92585 -0.01213
H 0.32457 2.11648 0.85195
H 2.24836 0.89406 -0.04676
H 2.04374 -1.27928 -1.31307
H 0.32347 -1.17847 -1.17636
H 1.23936 -1.39706 0.28189
C -2.94128 -1.11724 1.05075
C -4.02550 -1.97275 0.38260
O -5.33297 -1.52976 0.76982
H -3.36634 -0.11584 1.13917
H -2.14758 -0.97510 0.31533
H -2.60437 -1.55283 1.98245
H -3.84305 -3.03503 0.57386
H -3.98272 -1.93585 -0.71191
H -5.82817 -1.38856 -0.03766
C 1.27079 -0.19075 4.41346
C 0.77907 -0.82382 5.68329
O 1.93410 -0.87297 6.55100
H 0.61489 0.02877 3.56445
H 1.98526 -0.86510 3.92948
H 1.82895 0.72258 4.61829
H 0.52191 -1.87441 5.50761
H -0.01895 -0.31251 6.22496
H 1.76379 -0.60560 7.45438
C -0.73141 3.23168 3.60706
C -1.85949 2.21095 3.48104
O -2.79262 2.47390 4.52976
H -1.00690 4.04562 2.93204
H 0.21272 2.82726 3.23701
H -0.55523 3.61505 4.60781
H -1.42520 1.21936 3.63685
H -2.32085 2.28326 2.49554
H -3.23615 1.66931 4.80600
C -2.97683 0.40570 -2.46762
C -1.77514 0.64154 -3.35284
O -1.42240 2.04553 -3.38851
H -3.17761 -0.65852 -2.37268
H -3.81007 0.94775 -2.92831
H -2.82072 0.83769 -1.47882
H -1.95498 0.30902 -4.37919
H -0.92947 0.05876 -2.98406
H -2.11723 2.47718 -3.90087
C -0.41668 -4.00562 2.48704
C 0.30188 -4.14150 1.15604
O -0.51464 -3.55182 0.12321
H -1.26479 -4.67899 2.62984
H -0.85203 -3.01649 2.62339
H 0.31256 -4.29392 3.24905
H 0.38125 -5.21120 0.92279
H 1.30117 -3.70674 1.09654
H 0.07671 -3.29147 -0.58941
C 1.43338 -3.96805 -3.17060
C 2.15831 -4.31569 -4.46438
O 3.19506 -3.33266 -4.64734
H 0.97693 -2.99401 -3.35926
H 2.15087 -4.03510 -2.35930
H 0.54853 -4.59750 -3.04883
H 1.50212 -4.25542 -5.33878
H 2.61352 -5.30922 -4.49789
H 3.31506 -3.18364 -5.58732
C 4.98879 -1.00727 -2.18053
C 3.93165 -0.51120 -3.16531
O 3.74620 0.89864 -3.06917
H 4.66865 -0.73675 -1.17461
H 5.93177 -0.52718 -2.44163
H 5.13453 -2.08201 -2.29588
H 3.04977 -1.15444 -3.12053
H 4.27714 -0.66025 -4.19526
H 2.96242 1.02523 -2.50075

[3]
10
Properties=species:S:1:pos:R:3 method="wB97M-V/def2-TZVPD" smiles="[S-][N+]1=NCCO1" max_force_ev_per_a=5.44 e_tot_ev=-17997.3927 relative_energy_kj_mol=508.2 gap_ev=8.50
S 0.91763 -2.57057 -1.51067
N 0.35603 -1.12721 -0.59900
N 0.10681 -1.13130 0.60105
C -0.16529 0.21699 0.99704
C -0.16924 0.95053 -0.36962
O 0.21074 -0.00865 -1.35769
H 0.47676 0.50563 1.73253
H -1.10404 0.26293 1.34529
H -1.13950 1.17849 -0.61252
H 0.51011 1.72315 -0.22643

[4]
56
Properties=species:S:1:pos:R:3 method="wB97M-V/def2-TZVPD" max_force_ev_per_a=0.49 e_tot_ev=-146356.5535 total_charge=-1 gap_ev=7.71
Bi -2.26240 0.32808 1.28077
O -3.69668 1.68127 -0.13624
S -4.99762 0.93510 -0.13258
O -5.15945 0.09046 -1.28752
O -6.11810 1.77490 0.20231
S -4.66515 -0.33170 1.55119
Se 0.03933 -3.64312 3.65031
C -0.97141 -2.36343 2.94619
N -1.63564 -1.52166 2.48534
C -4.09333 -2.58468 -3.46880
Si -2.34217 -1.99570 -3.33605
C -1.12683 -3.38480 -3.63663
C -2.03384 -0.58653 -4.51422
C -2.06597 -1.35099 -1.64741
C -2.02236 -0.82729 -0.55399
H -4.37641 -2.78537 -4.50511
H -4.74993 -1.81464 -3.05638
H -4.24542 -3.49552 -2.88476
H -1.42891 -4.01616 -4.47649
H -1.06010 -4.01494 -2.74667
H -0.12818 -2.99465 -3.84637
H -2.20430 -0.87506 -5.55496
H -1.01011 -0.21769 -4.41818
H -2.71161 0.23503 -4.26956
O 1.07355 0.04948 2.55440
S 1.30702 1.14271 1.56500
C 3.06077 1.52332 1.63112
C 3.50830 2.76840 1.21965
C 4.86775 3.04600 1.27083
C 5.75346 2.08734 1.74355
C 5.28516 0.85036 2.17281
C 3.92944 0.56205 2.12172
C 1.31959 0.34942 -0.04952
C 1.35137 -1.03342 -0.09243
C 1.37525 -1.65960 -1.33111
C 1.36365 -0.90401 -2.49383
C 1.30625 0.48438 -2.43244
C 1.27655 1.12111 -1.20268
H 2.80107 3.51394 0.87523
H 5.23314 4.01390 0.95316
H 6.81244 2.30785 1.78824
H 5.97740 0.10876 2.55036
H 3.53141 -0.38644 2.46314
H 1.33308 -1.59690 0.83396
H 1.37763 -2.74066 -1.38464
H 1.38270 -1.39664 -3.45807
H 1.26911 1.06817 -3.34320
H 1.20860 2.20124 -1.13957
N -1.49629 1.88571 4.38919
C -0.28852 2.53145 4.30038
N 0.75093 1.90539 4.95302
O -0.15917 3.60676 3.74345
H -1.54674 0.89754 4.57297
H -2.26447 2.29063 3.88313
H 0.71400 0.89955 5.01805
H 1.65217 2.26131 4.67995

[5]
133
Properties=species:S:1:pos:R:3 method="wB97M-V/def2-TZVPD" max_force_ev_per_a=0.73 e_tot_ev=-355216.6159 total_charge=-2 gap_ev=4.14
Rb 0.00600 0.11178 1.86756
C -1.02392 3.63234 -1.95475
C -2.45950 3.08894 -2.00673
N -2.55733 1.82528 -1.29167
C -3.70595 1.71253 -0.39504
C -3.60632 2.62199 0.84026
N -2.31668 2.46573 1.51144
C -1.53393 3.69274 1.68274
C -1.14791 4.37212 0.37455
N -0.48790 3.52117 -0.61343
H -1.03343 4.66335 -2.34764
H -0.39282 3.04373 -2.62665
H -2.74353 2.97221 -3.06050
H -3.14546 3.84094 -1.59454
H -1.74238 1.77713 -0.68298
H -3.76480 0.67281 -0.06792
H -4.62818 1.92363 -0.94883
H -4.43075 2.39373 1.52587
H -3.75211 3.66700 0.54694
H -2.45775 2.10435 2.45261
H -0.63925 3.43578 2.25303
H -2.06967 4.43369 2.29396
H -0.52914 5.24118 0.61847
H -2.04484 4.79086 -0.08860
H 0.51756 3.60354 -0.56366
O 1.32004 -5.16367 3.26366
C 1.07244 -4.04091 2.78214
N -0.02205 -3.31327 2.92680
C -0.99647 -3.87548 3.82615
C -2.02504 -2.85436 4.26528
C -3.22317 -3.29890 4.82470
C -4.13865 -2.37489 5.29342
C -3.83237 -1.02644 5.19134
C -2.63366 -0.67478 4.59453
N -1.74823 -1.55962 4.12782
C 2.19708 -3.38060 1.98445
C 3.33689 -4.14010 1.73096
C 4.43434 -3.53316 1.14904
C 4.36506 -2.18361 0.83752
C 3.17717 -1.51666 1.08895
N 2.10984 -2.09305 1.63981
H -0.49573 -4.27507 4.71487
H -1.52409 -4.72865 3.38110
H -3.41964 -4.36392 4.87923
H -5.07594 -2.70198 5.72989
H -4.48935 -0.24660 5.55657
H -2.37893 0.38148 4.50941
H 3.32874 -5.17524 2.04162
H 5.33948 -4.09787 0.95920
H 5.20530 -1.64945 0.41160
H 3.08944 -0.45818 0.85793
Se -2.43477 3.03380 5.11715
Se -0.14068 3.19478 5.66629
Te 0.61518 0.71302 5.55009
Se 3.01167 0.81075 6.27785
C 3.14347 -4.34729 -3.56548
C 4.00362 -3.06904 -3.55537
C 3.36255 -1.94910 -2.72539
C 1.84397 -1.93004 -2.91491
C 1.24047 -3.24994 -2.36141
C 2.25642 -4.39720 -2.32795
P 1.03823 -0.48795 -2.06638
C -0.54844 -0.27483 -3.01661
C -0.50202 -0.46399 -4.55630
C -1.30357 -1.68417 -5.00397
C -2.78181 -1.54298 -4.63399
C -2.96163 -0.96656 -3.21429
C -1.68778 -1.08879 -2.38466
C 1.99270 1.01775 -2.60614
C 2.51346 1.10100 -4.06194
C 3.77287 1.96818 -4.17716
C 3.63196 3.19855 -3.28890
C 3.63033 2.78814 -1.80653
C 3.10184 1.36075 -1.59920
H 3.77962 -5.23286 -3.63356
H 2.50237 -4.35825 -4.45430
H 4.15718 -2.71903 -4.58136
H 4.99684 -3.28855 -3.15204
H 3.81226 -0.99376 -3.00040
H 3.57958 -2.09373 -1.66691
H 1.64915 -1.87996 -3.99343
H 0.38987 -3.54359 -2.98275
H 0.84722 -3.08841 -1.35519
H 1.72887 -5.35056 -2.25642
H 2.87454 -4.32430 -1.42811
H -0.81918 0.76356 -2.80573
H 0.52075 -0.55730 -4.91855
H -0.90915 0.42905 -5.04687
H -0.88235 -2.57631 -4.52715
H -1.19600 -1.83617 -6.08216
H -3.27703 -2.51398 -4.72316
H -3.26558 -0.88490 -5.36350
H -3.78456 -1.46651 -2.69844
H -3.22145 0.09465 -3.25531
H -1.41793 -2.14369 -2.27094
H -1.87554 -0.70717 -1.38350
H 1.23220 1.79731 -2.47547
H 1.73253 1.53639 -4.69095
H 2.71239 0.10699 -4.47244
H 3.93813 2.24237 -5.22277
H 4.65371 1.39623 -3.86356
H 2.69006 3.69991 -3.54222
H 4.42512 3.92451 -3.48219
H 3.03277 3.48676 -1.21542
H 4.64240 2.85345 -1.39819
H 2.72454 1.26425 -0.58015
H 3.91989 0.63889 -1.68313
C 1.96201 6.11359 2.30375
N 2.44437 5.14842 3.25989
C 2.82697 5.43662 4.56386
C 3.15268 4.26550 5.13962
N 2.99328 3.29063 4.18344
C 2.54296 3.81407 3.03280
S 2.20067 3.01011 1.56844
H 1.50733 6.94249 2.84315
H 1.21660 5.63335 1.67950
H 2.76941 6.48073 1.66730
H 2.76937 6.43275 4.96535
H 3.41914 3.99921 6.14744
H 3.03347 2.29332 4.44933
Se -1.17089 -2.77324 0.84217
N -2.24505 -1.42584 1.10536
C -3.47369 -1.97400 1.33948
C -4.61294 -1.24858 1.74189
C -5.80244 -1.90929 1.91985
C -5.89156 -3.30504 1.72476
C -4.78852 -4.03949 1.36753
C -3.55463 -3.38371 1.18026
N -2.38987 -4.01499 0.85900
H -4.52563 -0.18489 1.92867
H -6.67880 -1.35649 2.23701
H -6.84095 -3.80447 1.87935
H -4.83707 -5.11445 1.23980

[6]
54
Properties=species:S:1:pos:R:3 method="wB97M-V/def2-TZVPD" max_force_ev_per_a=3.06 e_tot_ev=-107365.5857 gap_ev=8.22
Cs 0.31992 0.52742 0.07790
C -3.31662 -0.30519 -0.39527
N -2.84016 0.99330 -0.88708
C -3.47772 2.12221 -0.22674
C -2.95118 2.53081 1.13462
C -3.73668 3.39050 1.90308
C -3.23449 3.88774 3.09051
C -1.96459 3.49756 3.49272
C -1.26648 2.62828 2.67281
N -1.73182 2.16692 1.51383
C -3.05908 1.07950 -2.32266
C -2.09174 0.28894 -3.17846
C -2.35076 0.14409 -4.53897
C -1.39026 -0.45059 -5.33934
C -0.21152 -0.89138 -4.75591
C -0.05813 -0.73945 -3.38826
N -0.97866 -0.16071 -2.61686
C -3.29310 -0.43834 1.10726
C -4.44238 -0.19857 1.85406
C -4.38291 -0.29307 3.23512
C -3.18213 -0.65382 3.82303
C -2.10177 -0.92348 2.99624
N -2.14815 -0.81550 1.67360
H -2.67855 -1.07895 -0.82263
H -4.35316 -0.47680 -0.73359
H -4.57106 1.99311 -0.15092
H -3.31795 2.99902 -0.86020
H -4.72835 3.66905 1.56660
H -3.82337 4.56762 3.69289
H -1.53143 3.85618 4.41605
H -0.28081 2.28118 2.96961
H -2.94022 2.12219 -2.62680
H -4.09013 0.78872 -2.58883
H -3.28034 0.50510 -4.96172
H -1.55822 -0.55999 -6.40301
H 0.57058 -1.34538 -5.34866
H 0.84354 -1.06121 -2.87968
H -5.36880 0.06534 1.35992
H -5.25992 -0.09423 3.83744
H -3.08662 -0.73908 4.89709
H -1.15329 -1.23959 3.41885
Br 1.63744 0.31166 4.22283
C 3.10119 0.16575 2.99644
C 4.38424 0.07692 3.49504
C 5.40347 -0.02237 2.55492
C 5.08563 -0.04151 1.20949
C 3.74923 0.02572 0.82849
N 2.76635 0.15026 1.72706
C 3.37709 -0.09097 -0.67053
O 4.28019 0.20078 -1.45804
O 2.20397 -0.48085 -0.89380
H 4.58248 0.08541 4.55620
H 6.43353 -0.08797 2.88187
H 5.84131 -0.11156 0.44130

[7]
22
Properties=species:S:1:pos:R:3 method="wB97M-V/def2-TZVPD" max_force_ev_per_a=4.53 e_tot_ev=-28497.2450 relative_energy_kj_mol=0.0 gap_ev="7.44 / 7.45"
C -1.79686 -0.12597 0.30649
C -1.06988 1.12908 0.81399
C -1.22415 -2.43226 0.58679
C 0.97468 2.32968 0.19356
C 2.04746 -0.46906 -1.88828
N -0.91724 -1.17765 0.01405
N 0.32781 1.07236 0.48852
P 1.08770 -0.35450 1.14467
S 2.66511 -0.82949 -0.17400
H -2.63868 -0.41183 0.86298
H -2.28971 -0.03304 -0.66313
H -1.59329 2.03772 0.57924
H -1.12433 1.10217 1.96835
H -0.43324 -3.16306 0.23816
H -1.15098 -2.55424 1.63632
H -2.14439 -2.74473 0.21753
H 0.82150 2.73231 -0.85555
H 0.71162 3.10258 0.94241
H 1.99718 2.18048 0.20426
H 2.24432 -1.39546 -2.49168
H 2.50860 0.39544 -2.20645
H 0.99675 -0.39053 -1.91821

[8]
51
Properties=species:S:1:pos:R:3 method="wB97M-V/def2-TZVPD" max_force_ev_per_a=18.93 e_tot_ev=-44607.3662 relative_energy_kj_mol=2266.3 gap_ev=6.67
C -1.03254 -3.34562 -2.30563
C -0.71749 -3.04945 -0.85890
C 0.45873 -2.47040 -0.68504
C 0.90843 -1.97615 0.57443
C 0.00070 -2.13931 1.66004
C -0.97051 -2.90332 1.41885
C -1.24508 -3.20560 0.17694
H -2.46258 -3.83486 -0.10621
H -1.70724 -3.22537 2.16110
O 0.41072 -1.97878 2.96971
C 1.51106 -1.21901 3.04263
C 1.23181 0.20570 2.29059
N 2.10886 1.09017 1.97630
N 1.70563 1.89474 1.29815
C 0.27572 1.95257 1.43407
N 0.20318 0.84516 2.23302
C -1.20694 0.44979 2.66191
C -2.01901 0.09093 1.52389
C -3.46606 -0.56878 1.79319
C -3.62790 -0.68079 3.10848
C -2.93126 -0.29298 4.06847
C -1.41242 0.09628 3.77730
H -0.85892 0.28339 4.61062
H -2.98058 -0.53227 5.15928
H -4.94271 -1.11502 3.15388
H -4.09363 -0.73073 1.03783
H -1.80136 0.33678 0.57178
S -0.82003 2.88845 0.80311
C 0.27525 3.46750 -0.65300
C 0.34033 2.16359 -1.41295
O -0.35473 1.05458 -1.28003
C 1.12463 2.29609 -2.69199
C 1.79221 3.37454 -3.07813
C 2.63959 3.53747 -4.12674
C 2.99467 2.28995 -4.77938
C 2.44868 0.82777 -4.39530
C 1.38566 1.05351 -3.32165
H 1.34766 0.05966 -2.81142
H 2.70109 0.06514 -4.85517
H 3.80468 2.14024 -5.73981
H 3.19110 4.33702 -4.35471
H 1.81922 4.32414 -2.67023
H -0.36594 4.25116 -1.23263
H 1.15542 3.95348 -0.32060
H 2.43615 -1.45388 2.78056
H 1.34570 -0.92843 4.41240
H 1.89262 -1.41579 0.79059
H 1.15411 -2.00334 -1.39674
H -1.55249 -2.47535 -2.93466
H -0.15263 -3.69965 -3.07988
H -1.94156 -4.08491 -2.39831